No. 1
Formula: C8H22NSi2
Source: the OMol25 dataset
Level of theory: wB97M-V/def2-TZVPD

```
33
Properties=species:S:1:pos:R:3:mulliken_spin:R:1
C 1.288 -0.526 -0.188 -0.004
C -0.247 0.078 -1.952 -0.025
C 1.045 -0.735 -1.697 0.095
C -0.109 -0.551 0.345 0.878
C 0.797 -2.238 -1.888 -0.020
C 2.024 -0.158 -2.764 -0.004
C -1.189 1.583 -0.153 0.036
C -2.334 -0.357 -0.674 0.032
N -0.946 0.145 -0.629 -0.036
Si -0.278 -1.147 2.000 0.783
Si 0.059 1.867 4.332 0.011
H 1.890 -1.299 0.064 0.001
H 1.965 0.378 -0.209 0.066
H -0.177 1.077 -2.178 0.006
H -0.651 -0.411 -2.791 0.001
H 0.520 -2.410 -3.016 -0.002
H 0.050 -2.542 -1.309 0.022
H 1.671 -2.985 -1.639 0.004
H 3.019 -0.208 -2.419 0.001
H 1.774 0.833 -2.951 0.000
H 2.179 -0.776 -3.675 0.001
H -0.197 2.029 -0.105 -0.009
H -1.983 2.120 -0.880 0.006
H -1.368 1.627 0.905 0.027
H -2.959 0.140 -1.275 0.003
H -2.199 -1.344 -0.982 -0.022
H -2.868 -0.448 0.221 0.012
H 0.514 2.357 5.725 0.014
H 1.090 -1.557 2.361 0.037
H -1.367 -1.885 2.601 0.064
H 0.079 3.019 3.458 0.002
H 0.967 0.866 3.870 0.013
H -1.296 1.244 4.351 0.005
```

Computed properties:
multiplicity: 3
LUMO energy (spin up / spin down): -2.51 / -5.90 eV
orbital gap (spin up / spin down): 7.44 / 8.43 eV
HOMO energy (spin up / spin down): -9.95 / -14.33 eV
total charge: +1
F_max: 5.76 eV Å⁻¹


No. 2
Formula: C8H22O5
Source: the OMol25 dataset
Level of theory: wB97M-V/def2-TZVPD

```
35
Properties=species:S:1:pos:R:3:lowdin_charge:R:1
C 11.208 9.448 4.541 -0.127
C 9.687 9.480 4.206 -0.145
C 9.016 10.520 5.122 -0.174
O 10.129 10.954 5.944 -0.192
C 11.080 9.868 6.008 -0.187
H 11.896 10.119 4.048 0.104
H 11.585 8.443 4.296 0.115
H 9.273 8.530 4.327 0.064
H 9.481 9.798 3.140 0.130
H 8.261 10.087 5.779 0.085
H 8.660 11.470 4.655 0.139
H 10.666 9.078 6.663 0.117
H 11.910 10.178 6.617 0.114
C 7.344 7.128 6.000 -0.173
C 8.510 6.275 6.346 -0.181
C 7.912 5.049 7.042 -0.181
O 6.472 5.030 6.767 -0.138
C 6.164 6.437 6.688 -0.190
H 7.178 7.039 4.923 0.121
H 7.446 8.128 6.333 0.079
H 9.229 6.744 6.932 0.080
H 9.015 5.811 5.470 0.122
H 8.053 5.145 8.071 0.087
H 8.407 4.091 6.802 0.125
H 6.005 6.804 7.688 0.110
H 5.188 6.410 6.140 0.138
O 5.704 10.813 7.120 -0.111
H 5.839 10.497 8.053 0.065
H 6.406 11.525 7.229 0.027
O 4.086 9.539 5.019 -0.083
H 4.428 9.940 5.828 -0.017
H 4.699 9.803 4.304 0.038
O 8.019 11.801 8.013 -0.086
H 8.525 12.576 8.387 0.094
H 8.608 11.554 7.252 0.033
```

Computed properties:
multiplicity: 1
LUMO energy: 0.45 eV
SMILES string: C1CCOC1.C1CCOC1.O.O.O
orbital gap: 10.08 eV
HOMO energy: -9.63 eV
F_max: 3.61 eV Å⁻¹


No. 3
Formula: C8H23ClI2NO2P2Ti
Source: the OMol25 dataset
Level of theory: wB97M-V/def2-TZVPD

```
40
Properties=species:S:1:pos:R:3:mulliken_spin:R:1
I 0.119 -0.236 -4.413 0.978
I -0.214 2.821 -0.444 -0.001
Ti 0.069 0.262 -0.260 0.014
P -2.472 0.460 -0.853 0.003
C -3.462 1.520 0.244 0.000
C -2.947 0.959 -2.523 0.000
H -3.931 0.529 -2.749 0.000
H -4.262 -1.113 -1.052 0.000
H -2.189 0.586 -3.235 -0.013
H -2.649 -1.919 -1.164 0.001
H -3.262 2.574 0.036 0.000
H -2.998 2.051 -2.581 0.000
C -3.247 -1.168 -0.633 -0.001
H -4.527 1.307 0.094 0.000
H -3.290 -1.414 0.438 0.000
H -3.203 1.313 1.287 0.000
P 2.595 0.391 -0.899 0.002
C 3.516 1.507 0.192 0.000
C 3.363 -1.215 -0.486 -0.001
H 2.666 0.157 -3.282 -0.013
H 4.299 0.564 -2.597 0.001
H 3.033 1.827 -2.755 -0.001
C 3.222 0.767 -2.551 0.006
H 2.975 -1.989 -1.157 0.001
H 4.451 -1.116 -0.603 0.000
H 4.588 1.360 0.033 0.000
H 3.270 1.304 1.238 0.000
H 3.128 -1.490 0.550 0.000
H 3.243 2.539 -0.037 0.000
Cl 0.197 -1.756 -1.306 0.030
N -0.780 -1.922 3.674 0.000
C 0.236 -0.823 3.534 0.001
C 0.170 -0.383 2.120 -0.006
O 1.089 0.299 1.556 -0.001
O -0.848 -0.717 1.437 0.001
H -1.737 -1.590 3.480 0.000
H -0.787 -2.326 4.620 0.000
H -0.604 -2.692 3.005 0.000
H -0.034 -0.013 4.217 0.000
H 1.212 -1.211 3.824 0.000
```

Computed properties:
multiplicity: 2
LUMO energy (spin up / spin down): -7.46 / -8.07 eV
orbital gap (spin up / spin down): 7.28 / 6.63 eV
HOMO energy (spin up / spin down): -14.74 / -14.71 eV
total charge: +2
F_max: 1.80 eV Å⁻¹


No. 4
Formula: C8H23ClI2NOP2Pt
Source: the OMol25 dataset
Level of theory: wB97M-V/def2-TZVPD

```
39
Properties=species:S:1:pos:R:3:mulliken_spin:R:1
I -0.117 -0.167 2.590 1.586
I -2.103 0.504 -0.702 0.842
Pt 1.847 -0.897 -1.950 0.628
P 1.731 1.260 -0.830 -0.004
C 1.120 2.307 0.654 0.002
C 3.557 1.280 -0.577 -0.015
H 3.965 2.295 -0.628 0.002
H 2.000 3.395 -2.071 -0.001
H 3.990 0.614 -1.345 0.002
H 1.775 1.960 -3.133 0.001
H 1.673 1.992 1.552 0.007
H 3.726 0.861 0.426 0.002
C 1.456 2.451 -2.207 0.004
H 1.303 3.377 0.470 0.001
H 0.381 2.665 -2.254 0.002
H 0.044 2.224 0.894 0.003
P -0.154 -2.275 -1.027 -0.018
C -1.492 -2.506 0.330 0.042
C -1.136 -2.758 -2.493 0.006
H 1.735 -3.688 -1.370 0.002
H 0.347 -4.671 -0.766 0.001
H 1.254 -3.640 0.356 0.001
C 0.892 -3.729 -0.674 -0.015
H -0.495 -2.677 -3.375 -0.001
H -1.523 -3.780 -2.407 0.001
H -1.880 -3.540 0.315 -0.003
H -2.352 -1.815 0.163 -0.006
H -1.991 -2.082 -2.602 0.000
H -1.066 -2.292 1.333 -0.006
Cl 2.769 -1.539 -3.755 0.437
C -2.366 1.179 3.792 0.110
C -2.524 1.418 2.309 0.016
N -2.285 2.638 1.815 0.064
O -2.190 0.403 1.583 0.300
H -2.953 1.840 4.440 0.017
H -1.209 1.155 3.964 0.002
H -2.781 0.166 3.962 -0.004
H -2.185 2.769 0.783 -0.007
H -2.763 3.300 2.437 0.000
```

Computed properties:
multiplicity: 5
LUMO energy (spin up / spin down): -12.79 / -14.07 eV
orbital gap (spin up / spin down): 5.25 / 4.66 eV
HOMO energy (spin up / spin down): -18.04 / -18.73 eV
total charge: +3
F_max: 3.83 eV Å⁻¹